#A
Here is a molecular structure, BCsH4 from the Open Molecules 2025 dataset. Energies are from ωB97M-V/def2-TZVPD.

Results
total charge = 0
2S+1 = 1

Atoms and positions in Å:
Cs -0.78549 1.97204 2.19537
B 0.15792 -0.39525 -0.42078
H -0.54892 -1.20908 -0.46871
H -0.21447 0.42502 -1.01470
H 0.31827 -0.06126 0.59262
H 1.07270 -0.73148 -0.88378

***

#B
Here is a molecular structure, BCsH4 from the Open Molecules 2025 dataset. Energies are from ωB97M-V/def2-TZVPD.

Results
total charge = 0
2S+1 = 1

Atoms and positions in Å:
Cs -1.04575 -1.64711 0.45596
B 0.19722 0.34896 -0.08907
H -0.41996 0.49072 0.78457
H 0.54273 -0.67320 -0.08298
H -0.32796 0.47685 -1.02291
H 1.05372 1.00376 -0.04556

***

The structure with the least stability is #B.